--- 1 ---
C4H10NO | ωB97M-V/def2-TZVPD

Geometry as XYZ:
```
16
Properties=species:S:1:pos:R:3
C 1.298 -2.294 0.490
C 0.847 -0.896 0.117
C 1.358 -0.348 -1.021
N -0.036 -0.301 0.943
H 0.512 -3.042 0.340
H 1.587 -2.308 1.547
H 2.146 -2.619 -0.113
H 1.097 0.637 -1.372
H 2.090 -0.893 -1.602
H -0.306 -0.966 1.663
H -0.514 1.161 0.428
C -2.088 1.694 -0.568
O -0.933 2.046 0.112
H -2.969 1.642 0.092
H -2.313 2.435 -1.341
H -1.993 0.718 -1.067
```

Output
E_HOMO   -2.106 eV
E_LUMO   4.33 eV
Kohn-Sham gap   6.44 eV
Charge   -1

In the Mulliken picture, each atom carries the following charge in e: -1.298 0.952 -1.263 -0.782 0.245 0.332 0.312 0.286 0.259 0.056 0.450 -0.597 -0.591 0.192 0.229 0.218



--- 2 ---
C4H10NO | ωB97M-V/def2-TZVPD

Geometry as XYZ:
```
16
Properties=species:S:1:pos:R:3
C 1.822 0.521 -0.582
N 1.004 -0.673 -0.632
C -0.329 -0.317 -0.959
C -1.242 -0.714 0.161
C -0.956 0.196 1.324
O -2.155 0.440 2.049
H 1.825 1.035 -1.613
H 1.708 1.393 0.111
H 2.817 0.218 -0.286
H 0.967 -0.987 0.371
H -0.355 0.788 -1.144
H -0.678 -0.698 -1.919
H -1.300 -1.754 0.196
H -2.290 -0.481 -0.062
H -0.566 1.063 0.880
H -0.272 -0.029 2.105
```

Output
E_HOMO   -1.894 eV
E_LUMO   3.98 eV
Kohn-Sham gap   5.88 eV
Charge   -1
SMILES   CNCCC[O-]

In the Mulliken picture, each atom carries the following charge in e: -0.865 -0.426 -0.659 -0.766 -0.374 -0.964 0.289 0.286 0.350 0.331 0.352 0.315 0.370 0.348 0.159 0.254



1 takes first place; second place is 1.752 eV up.



--- 1 ---
C2H2NO2S | ωB97M-V/def2-TZVPD

Geometry as XYZ:
```
8
Properties=species:S:1:pos:R:3
C 0.412 0.618 -0.145
C -0.561 -0.132 0.508
N 0.459 1.251 0.956
O -2.651 1.047 -0.873
O -2.929 -1.076 0.120
S -2.555 0.337 0.405
H 1.020 0.692 -1.078
H -0.115 -0.975 1.055
```

Output
E_HOMO   -3.570 eV
E_LUMO   4.17 eV
Kohn-Sham gap   7.74 eV
Charge   -1

In the Mulliken picture, each atom carries the following charge in e: -0.120 -0.218 -0.484 -0.593 -0.651 0.487 0.241 0.340



--- 2 ---
C2H2NO2S | ωB97M-V/def2-TZVPD

Geometry as XYZ:
```
8
Properties=species:S:1:pos:R:3
C 0.465 -1.157 1.641
C 0.174 1.551 -1.095
N 0.625 -1.004 2.779
O -0.796 1.414 -0.395
O -1.451 -1.902 -0.215
S -0.104 -1.302 0.063
H 1.049 0.998 -0.574
H 0.037 1.403 -2.205
```

Output
E_HOMO   -2.391 eV
E_LUMO   3.61 eV
Kohn-Sham gap   6.00 eV
Charge   -1

In the Mulliken picture, each atom carries the following charge in e: 0.326 -0.039 -0.581 -0.326 -0.640 -0.073 0.157 0.176



2 takes first place; second place is 0.070 eV up.



--- 1 ---
CH2O2S3 | ωB97M-V/def2-TZVPD

Geometry as XYZ:
```
8
Properties=species:S:1:pos:R:3
C 0.371 -0.502 -0.556
O -3.146 0.003 0.789
O -4.813 0.095 -1.024
S 0.670 -2.007 -0.064
S -0.216 0.819 0.401
S -4.409 -0.481 0.197
H 0.497 -0.200 -1.668
H -0.212 -0.129 1.492
```

Output
E_HOMO   -8.808 eV
E_LUMO   -1.36 eV
Kohn-Sham gap   7.45 eV
Charge   0

In the Mulliken picture, each atom carries the following charge in e: -0.108 -0.312 -0.331 -0.247 -0.128 0.669 0.269 0.190



--- 2 ---
CH2O2S3 | ωB97M-V/def2-TZVPD

Geometry as XYZ:
```
8
Properties=species:S:1:pos:R:3
C 1.108 -0.701 -0.222
O 0.015 -0.774 -1.010
O -1.025 2.619 0.600
S -1.710 -0.015 1.317
S 2.011 0.698 -0.224
S -1.089 1.299 0.047
H 1.340 -1.561 0.464
H -0.652 -1.563 -0.970
```

Output
E_HOMO   -9.391 eV
E_LUMO   -1.65 eV
Kohn-Sham gap   7.74 eV
Charge   0

In the Mulliken picture, each atom carries the following charge in e: 0.002 -0.402 -0.385 -0.206 -0.187 0.534 0.267 0.377



1 takes first place; second place is 0.517 eV up.



--- 1 ---
CH2O2S3 | ωB97M-V/def2-TZVPD

Geometry as XYZ:
```
8
Properties=species:S:1:pos:R:3
C -2.040 -0.850 -0.309
O 2.446 1.536 0.669
O 2.863 -0.240 -0.797
S -0.578 -1.352 0.320
S -2.365 0.794 -0.517
S 2.681 0.159 0.538
H 0.493 -0.457 0.935
H -3.501 0.410 -0.839
```

Output
E_HOMO   -9.396 eV
E_LUMO   -1.34 eV
Kohn-Sham gap   8.06 eV
Charge   0

In the Mulliken picture, each atom carries the following charge in e: -0.052 -0.345 -0.328 -0.044 -0.052 0.628 0.026 0.166



--- 2 ---
CH2O2S3 | ωB97M-V/def2-TZVPD

Geometry as XYZ:
```
8
Properties=species:S:1:pos:R:3
C 0.564 0.067 -0.118
O -1.984 -1.247 0.130
O -1.731 0.725 -1.223
S -0.277 1.174 1.220
S 1.528 -1.225 0.434
S -1.268 -0.053 -0.144
H 1.004 0.905 -1.523
H 2.164 -0.345 1.224
```

Output
E_HOMO   -9.877 eV
E_LUMO   -1.02 eV
Kohn-Sham gap   8.86 eV
Charge   0

In the Mulliken picture, each atom carries the following charge in e: -0.223 -0.496 -0.504 -0.064 -0.112 0.925 0.320 0.154



1 takes first place; second place is 1.105 eV up.



--- 1 ---
C4H10NO2 | ωB97M-V/def2-TZVPD

Geometry as XYZ:
```
17
Properties=species:S:1:pos:R:3
O 2.643 -0.240 0.448
C 1.525 0.512 0.297
C 0.554 -0.143 -0.666
N -0.865 0.217 -0.355
C -1.798 -0.843 -0.736
C -3.147 -0.638 -0.041
O 1.408 1.582 0.820
H 3.235 0.310 0.983
H 0.825 -1.205 -0.676
H 0.866 0.223 -1.652
H 0.364 -0.841 1.793
H -0.656 -0.044 0.603
H -1.798 -0.859 -1.829
H -1.476 -1.868 -0.496
H -3.546 0.304 -0.408
H -3.763 -1.489 -0.321
H -2.938 -0.609 1.023
```

Output
E_HOMO (alpha / beta)   -9.949 / -9.952 eV
E_LUMO (alpha / beta)   0.89 / -1.46 eV
2S+1   2
Kohn-Sham gap (alpha / beta)   10.84 / 8.49 eV
Charge   0

In the Mulliken picture, each atom carries the following charge in e: -0.421 0.167 -0.354 -0.283 -0.381 -1.055 -0.521 0.340 0.313 0.354 0.091 0.122 0.406 0.287 0.294 0.353 0.289



--- 2 ---
C4H10NO2 | ωB97M-V/def2-TZVPD

Geometry as XYZ:
```
17
Properties=species:S:1:pos:R:3
O 2.379 0.265 -0.406
C 1.846 1.382 0.060
C 0.538 1.110 0.871
N -0.175 -0.185 0.748
C -0.837 -0.342 -0.578
C -1.901 -1.426 -0.619
O 2.301 2.484 0.056
H 3.319 0.407 -0.559
H -0.192 1.881 0.668
H 1.043 1.156 1.842
H -0.921 -0.337 1.489
H 0.399 -1.064 0.967
H -1.160 0.580 -1.049
H -0.094 -0.690 -1.303
H -2.282 -1.463 -1.653
H -1.503 -2.441 -0.570
H -2.761 -1.318 0.034
```

Output
E_HOMO (alpha / beta)   -3.474 / -11.287 eV
E_LUMO (alpha / beta)   0.59 / 0.40 eV
2S+1   2
Kohn-Sham gap (alpha / beta)   4.06 / 11.69 eV
Charge   0

In the Mulliken picture, each atom carries the following charge in e: -0.181 0.511 -1.513 -1.046 -0.968 -1.257 -0.456 0.262 0.250 0.547 1.203 0.848 0.277 0.187 0.349 0.450 0.538



1 takes first place; second place is 0.173 eV up.



--- 1 ---
C4H6FNS2 | ωB97M-V/def2-TZVPD

Geometry as XYZ:
```
14
Properties=species:S:1:pos:R:3
C -1.964 1.382 -0.693
C -0.902 0.326 -0.229
C 1.638 -0.449 0.028
C 2.464 -0.178 1.011
H -3.630 0.085 -1.473
H -2.599 1.364 -2.674
H -2.556 1.515 0.348
H -1.350 2.219 -1.089
H 1.291 -1.544 -0.040
H 2.812 0.738 1.391
N -2.433 0.581 -1.768
F 3.003 -1.285 1.759
S -1.378 -1.191 0.338
S 0.667 0.981 -0.376
```

Output
E_HOMO   -8.556 eV
E_LUMO   -0.17 eV
Kohn-Sham gap   8.39 eV
Charge   0

In the Mulliken picture, each atom carries the following charge in e: -0.632 0.323 -0.266 -0.120 0.291 0.261 0.262 0.388 0.352 0.360 -0.575 -0.260 -0.272 -0.112



--- 2 ---
C4H6FNS2 | ωB97M-V/def2-TZVPD

Geometry as XYZ:
```
14
Properties=species:S:1:pos:R:3
F -1.043 -1.591 -0.497
C -1.453 -0.252 -0.481
C -1.571 0.356 0.879
C -0.506 0.815 -0.106
C 0.959 0.547 -0.007
S 2.078 1.747 -0.204
N 1.354 -0.683 0.159
S 3.010 -1.261 0.158
H -2.249 -0.066 -1.238
H -2.428 1.004 0.995
H -1.284 -0.129 1.821
H -0.740 1.756 -0.569
H 0.620 -1.379 0.198
H 3.254 -0.864 -1.108
```

Output
E_HOMO   -8.121 eV
E_LUMO   0.68 eV
Kohn-Sham gap   8.80 eV
Charge   0
SMILES   F[C@H]1C[C@H]1C(=S)NS

In the Mulliken picture, each atom carries the following charge in e: -0.334 0.050 -0.621 -0.262 0.256 -0.347 -0.371 -0.092 0.331 0.259 0.248 0.421 0.312 0.149



2 takes first place; second place is 2.867 eV up.



--- 1 ---
C4H23N2O6 | ωB97M-V/def2-TZVPD

Geometry as XYZ:
```
35
Properties=species:S:1:pos:R:3
N 1.676 -2.177 -0.254
C 0.363 -1.672 0.411
C -0.670 -1.476 -0.727
C -1.854 -0.475 -0.594
O -1.445 0.859 -0.742
C 0.859 -0.315 0.998
N 1.888 -0.715 1.985
H 2.446 -1.924 0.390
H 1.672 -3.200 -0.281
H 1.889 -1.829 -1.254
H -0.099 -2.395 1.072
H -0.178 -1.256 -1.688
H -1.172 -2.467 -0.843
H -2.633 -0.637 -1.316
H -2.291 -0.663 0.380
H -1.838 1.517 -0.094
H 0.032 0.356 1.433
H 1.398 0.278 0.246
H 1.533 -1.392 2.649
H 2.446 0.053 2.309
H -2.823 3.153 0.832
H -2.782 3.137 -0.725
O -2.231 3.158 0.069
H 1.703 0.269 -2.582
H 2.146 -1.087 -3.343
O 1.975 -0.681 -2.491
H -2.058 -0.354 3.953
H -2.173 -1.133 2.593
O -1.626 -0.545 3.118
H 1.063 3.331 0.720
H 0.029 2.736 -0.104
O 0.753 2.446 0.472
H -0.093 1.435 -2.221
H 1.283 2.076 -1.840
O 0.813 1.590 -2.529
```

Output
E_HOMO   -12.541 eV
E_LUMO   -2.41 eV
Kohn-Sham gap   10.13 eV
Charge   +1

In the Mulliken picture, each atom carries the following charge in e: -0.196 -0.075 -0.798 -0.483 -0.448 -0.221 -0.596 0.428 0.401 0.302 0.385 0.305 0.337 0.470 0.104 0.354 0.132 0.341 0.198 0.219 0.308 0.337 -0.691 0.378 0.262 -0.672 0.292 0.306 -0.587 0.288 0.236 -0.554 0.303 0.358 -0.722



--- 2 ---
C4H23N2O6 | ωB97M-V/def2-TZVPD

Geometry as XYZ:
```
35
Properties=species:S:1:pos:R:3
C 0.084 2.307 1.886
C 0.628 0.814 1.964
C -0.353 -0.257 1.527
N 1.336 -1.298 -0.599
C 1.089 -1.920 0.532
N 0.368 -1.554 1.543
H -0.230 2.875 2.735
H 1.038 2.759 1.573
H -0.406 2.369 0.888
H 0.943 0.900 3.050
H 1.606 0.635 1.473
H -0.781 -0.098 0.530
H -1.255 -0.465 2.136
H 2.231 -1.365 -1.076
H 0.740 -0.537 -0.917
H 1.798 -2.768 0.797
H 0.276 -2.075 2.452
H 4.380 -1.674 -1.995
H 3.671 -1.003 -3.264
O 3.604 -1.656 -2.562
H -1.843 -2.801 3.051
H -1.515 -2.062 4.287
O -1.075 -2.419 3.504
H -4.388 -2.129 0.239
H -3.997 -2.240 -1.303
O -3.703 -2.016 -0.420
H 0.864 1.449 -2.785
H 0.110 2.210 -1.629
O 0.312 1.343 -2.013
H -1.761 4.343 -0.779
H -1.822 3.069 -1.555
O -1.376 3.457 -0.790
H 0.357 0.982 -4.475
H -0.745 0.642 -3.677
O -0.185 0.185 -4.328
```

Output
E_HOMO   -13.463 eV
E_LUMO   -2.43 eV
Kohn-Sham gap   11.03 eV
Charge   +1

In the Mulliken picture, each atom carries the following charge in e: -0.806 -0.375 -0.589 -0.020 0.116 0.007 0.413 0.307 0.026 0.257 0.362 0.261 0.284 0.155 0.091 0.329 0.265 0.334 0.325 -0.694 0.325 0.331 -0.672 0.315 0.314 -0.620 0.310 0.293 -0.601 0.270 0.321 -0.638 0.277 0.358 -0.633



1 takes first place; second place is 0.780 eV up.



--- 1 ---
C5H13NOS | ωB97M-V/def2-TZVPD

Geometry as XYZ:
```
21
Properties=species:S:1:pos:R:3
O 3.758 -1.519 -0.607
C 2.721 -0.732 -0.020
C 1.375 -0.893 -0.693
N 0.796 0.402 -1.013
C -0.535 0.372 -1.597
C -1.663 -0.083 -0.673
C -2.135 1.038 0.251
S -2.382 0.656 2.013
H 3.371 -2.043 -1.326
H 2.996 0.310 -0.109
H 2.695 -0.967 1.040
H 0.700 -1.518 -0.097
H 1.457 -1.445 -1.636
H 0.818 1.023 -0.215
H -0.718 1.356 -2.016
H -0.475 -0.268 -2.478
H -1.348 -0.942 -0.089
H -2.514 -0.421 -1.260
H -3.075 1.481 -0.039
H -1.456 1.885 0.221
H -1.186 1.012 2.487
```

Output
E_HOMO   -9.013 eV
E_LUMO   0.75 eV
Kohn-Sham gap   9.77 eV
Charge   0
SMILES   OCCNCCCS

In the Mulliken picture, each atom carries the following charge in e: -0.525 -0.247 -0.426 -0.313 -1.035 -0.223 -0.822 -0.212 0.310 0.246 0.279 0.225 0.221 0.255 0.386 0.372 0.307 0.374 0.364 0.357 0.108



--- 2 ---
C5H13NOS | ωB97M-V/def2-TZVPD

Geometry as XYZ:
```
21
Properties=species:S:1:pos:R:3
C -2.099 -0.300 1.506
C -0.780 -0.699 0.890
N -0.785 -0.736 -0.579
C 0.379 -0.103 -1.191
C 1.608 -0.994 -0.812
O 2.428 -0.397 0.205
C 0.759 1.341 -0.797
S -0.336 2.469 -1.562
H -2.881 -1.067 1.569
H -1.909 0.046 2.526
H -2.648 0.541 1.062
H -0.066 -0.090 1.459
H -0.499 -1.683 1.299
H -1.616 -0.209 -0.812
H 0.286 -0.259 -2.265
H 2.216 -1.100 -1.717
H 1.325 -1.950 -0.373
H 2.724 -1.040 0.859
H 0.821 1.473 0.291
H 1.826 1.463 -0.959
H -0.753 3.295 -0.599
```

Output
E_HOMO   -8.872 eV
E_LUMO   0.77 eV
Kohn-Sham gap   9.64 eV
Charge   0
SMILES   CCN[C@H](CO)CS

In the Mulliken picture, each atom carries the following charge in e: -1.276 -0.171 -0.418 -0.210 -0.751 -0.559 -0.591 -0.280 0.317 0.349 0.369 0.172 0.269 0.298 0.539 0.303 0.448 0.314 0.285 0.468 0.127



--- 3 ---
C5H13NOS | ωB97M-V/def2-TZVPD

Geometry as XYZ:
```
21
Properties=species:S:1:pos:R:3
C -3.748 0.074 -0.665
S -2.548 1.113 -1.165
C -0.861 0.269 -1.208
C -0.023 0.096 0.035
C 1.453 0.003 -0.270
N 2.230 1.256 -0.066
C 2.112 -1.179 0.878
O 1.705 -0.569 2.198
H -4.053 0.230 0.389
H -3.567 -1.025 -0.609
H -4.647 0.220 -1.294
H -0.361 0.951 -1.985
H -0.808 -0.572 -1.919
H -0.124 1.025 0.722
H -0.521 -0.717 0.614
H 1.710 -0.446 -1.165
H 3.109 1.115 0.464
H 1.665 2.056 0.351
H 1.686 -2.140 0.924
H 3.235 -1.047 0.895
H 2.356 -0.714 2.876
```

Output
E_HOMO   -8.339 eV
E_LUMO   0.85 eV
Kohn-Sham gap   9.19 eV
Charge   0
SMILES   CSCC[C@@H](N)CO

In the Mulliken picture, each atom carries the following charge in e: -0.810 -0.092 -0.996 -0.342 0.074 -0.564 -0.706 -0.525 0.265 0.297 0.308 0.323 0.464 0.205 0.243 0.371 0.239 0.245 0.344 0.370 0.286



1 takes first place; second place is 0.436 eV up.